{
  "formula": "C3H5N2O2",
  "method": "wB97M-V/def2-TZVPD",
  "elements": ["C", "C", "C", "N", "N", "O", "O", "H", "H", "H", "H", "H"],
  "xyz": [[3.633, -2.321, 0.345], [3.916, -0.127, 1.184], [1.864, 1.359, 1.508], [3.057, 0.626, 1.478], [0.488, -1.352, -0.402], [4.376, -2.934, 0.936], [0.786, 0.878, 1.273], [0.696, -1.213, -1.373], [1.867, 2.445, 1.700], [-0.300, -1.951, -0.271], [0.382, -0.457, 0.082], [1.334, -1.832, 0.053]],
  "forces_ev_per_a": [[0.44, -1.50, 0.53], [-0.01, 1.29, 0.52], [-0.76, 0.85, -0.07], [-0.42, 0.04, -0.23], [2.20, -0.83, 1.24], [-0.69, 0.50, -0.78], [0.36, -0.68, -0.20], [0.03, 0.03, -0.76], [0.96, -0.37, 0.23], [-0.94, -0.43, -0.01], [-0.15, 0.39, 0.37], [-1.01, 0.71, -0.83]],
  "homo_lumo_gap_ev": 10.7,
  "charge": 1
}



{
  "formula": "C9H10Cl2NO5PS",
  "method": "wB97M-V/def2-TZVPD",
  "elements": ["O", "C", "C", "S", "C", "C", "C", "C", "C", "Cl", "C", "Cl", "C", "P", "O", "O", "O", "N", "O", "H", "H", "H", "H", "H", "H", "H", "H", "H", "H"],
  "xyz": [[2.622, 3.243, -0.638], [1.928, 2.746, 0.257], [0.429, 3.081, 0.381], [-0.632, 1.641, 0.909], [-0.296, 0.386, -0.343], [-0.473, -0.988, 0.280], [-1.748, -1.415, 0.728], [-1.970, -2.693, 1.206], [-0.926, -3.602, 1.275], [-1.251, -5.192, 1.937], [0.407, -3.192, 0.967], [1.749, -4.302, 1.124], [0.616, -1.870, 0.460], [-1.306, 0.556, -1.858], [-1.449, 1.914, -2.335], [-0.583, -0.321, -2.963], [-2.814, 0.104, -1.717], [2.589, 1.883, 1.115], [3.867, 1.347, 0.824], [0.288, 3.845, 1.133], [0.012, 3.428, -0.575], [0.747, 0.480, -0.683], [-2.627, -0.743, 0.657], [-2.933, -3.054, 1.588], [1.611, -1.612, 0.104], [-0.871, 0.146, -3.750], [-3.265, 0.901, -2.029], [2.007, 1.439, 1.821], [4.272, 1.848, 0.124]],
  "forces_ev_per_a": [[-1.10, -0.18, 0.44], [2.59, -0.12, -1.27], [-0.10, -1.38, -0.10], [0.33, 0.79, 0.35], [0.14, -1.08, -0.29], [-0.15, -1.18, 0.82], [-0.32, 0.75, -0.44], [0.10, -0.37, 0.25], [1.62, 0.02, 0.46], [0.20, 0.55, -0.37], [-1.05, 0.75, -0.45], [-0.55, 0.58, -0.08], [-0.78, -1.03, -0.10], [0.35, 0.51, 0.16], [0.66, 2.69, -0.54], [0.03, -0.80, 0.79], [-0.39, -1.49, 0.75], [-1.73, 0.96, -0.48], [-1.54, -0.74, 1.54], [-0.13, 0.13, 0.24], [0.64, -0.03, 0.20], [-0.27, 0.04, -0.01], [0.79, -0.38, 0.01], [0.29, 0.48, -0.40], [-0.13, 0.05, 0.23], [0.20, -0.04, -0.90], [-0.32, 0.04, 0.07], [0.99, -0.62, -0.12], [-0.34, 1.13, -0.77]],
  "smiles": "O=C(CS[C@@H](c1ccc(Cl)c(Cl)c1)P(=O)(O)O)NO",
  "homo_lumo_gap_ev": 9.8
}



{
  "formula": "C34H36IrN2P",
  "method": "wB97M-V/def2-TZVPD",
  "elements": ["Ir", "N", "C", "C", "C", "C", "C", "C", "C", "C", "N", "C", "H", "H", "H", "H", "H", "H", "H", "H", "C", "P", "C", "C", "C", "C", "C", "C", "C", "H", "H", "H", "H", "H", "H", "H", "H", "H", "H", "H", "C", "C", "C", "C", "C", "C", "C", "H", "H", "H", "H", "H", "C", "C", "C", "C", "C", "C", "C", "C", "C", "C", "H", "H", "H", "H", "H", "H", "H", "H", "H", "H", "H", "H"],
  "xyz": [[-1.280, 0.234, -0.825], [-2.173, -0.011, -3.081], [-1.357, 0.708, -4.027], [-1.544, 0.550, -5.420], [-0.731, 1.237, -6.297], [0.267, 2.089, -5.811], [0.465, 2.278, -4.420], [1.438, 3.135, -3.873], [1.529, 3.260, -2.458], [0.687, 2.549, -1.658], [-0.267, 1.677, -2.140], [-0.381, 1.552, -3.506], [-3.158, 0.255, -3.166], [-2.109, -1.008, -3.241], [-2.320, -0.119, -5.784], [-0.862, 1.110, -7.369], [0.904, 2.627, -6.507], [2.093, 3.700, -4.529], [2.266, 3.919, -2.008], [0.736, 2.640, -0.580], [-4.553, -1.522, -0.975], [-2.841, -1.352, -0.254], [-3.328, -1.591, 1.524], [-2.186, -3.008, -0.633], [-1.178, -3.526, 0.200], [-0.474, -4.659, -0.140], [-0.699, -5.299, -1.360], [-1.618, -4.739, -2.239], [-2.335, -3.610, -1.892], [-4.524, -1.450, -2.063], [-5.166, -0.703, -0.600], [-4.999, -2.479, -0.693], [-3.635, -2.624, 1.715], [-4.149, -0.913, 1.756], [-2.482, -1.329, 2.159], [-0.963, -3.008, 1.128], [0.280, -5.054, 0.532], [-0.143, -6.187, -1.631], [-1.765, -5.195, -3.213], [-3.047, -3.194, -2.597], [0.078, 0.245, 0.785], [-0.342, 0.499, 2.161], [-1.037, 1.666, 2.515], [-1.477, 1.883, 3.806], [-1.287, 0.920, 4.794], [-0.639, -0.260, 4.456], [-0.170, -0.463, 3.168], [-1.210, 2.408, 1.743], [-1.977, 2.812, 4.060], [-1.639, 1.088, 5.805], [-0.485, -1.022, 5.214], [0.342, -1.385, 2.920], [3.688, 0.730, 0.027], [2.709, 0.150, 1.072], [3.142, -1.287, 1.406], [1.339, 0.051, 0.369], [2.760, 1.071, 2.275], [3.344, 0.720, 3.486], [3.430, 1.620, 4.541], [2.935, 2.909, 4.398], [2.375, 3.284, 3.185], [2.292, 2.384, 2.140], [3.871, 0.000, -0.765], [4.645, 0.997, 0.486], [3.262, 1.622, -0.435], [2.976, -1.921, 0.534], [2.539, -1.682, 2.225], [4.202, -1.355, 1.681], [1.493, -0.239, -0.669], [3.744, -0.277, 3.629], [3.878, 1.316, 5.480], [2.989, 3.609, 5.224], [1.986, 4.288, 3.059], [1.845, 2.679, 1.199]],
  "forces_ev_per_a": [[-1.60, -0.86, -2.35], [0.02, 0.33, 1.01], [0.69, 0.47, 0.23], [-0.38, -0.19, -0.56], [-0.13, -0.04, 0.20], [-0.13, -0.13, -0.04], [0.64, 0.64, 0.03], [-0.14, -0.21, -0.46], [-0.33, -0.22, 0.52], [0.72, 0.72, 0.05], [0.06, -0.79, 1.67], [-0.82, -0.72, -0.22], [0.09, -0.02, 0.01], [0.03, -0.10, 0.05], [0.05, -0.05, 0.00], [-0.02, 0.00, -0.01], [0.05, 0.01, 0.03], [-0.01, -0.02, -0.03], [-0.04, 0.02, 0.07], [-0.05, -0.05, -0.05], [0.46, 0.22, -0.20], [1.29, 1.48, 1.14], [0.07, -0.21, -0.22], [1.00, -0.33, -0.62], [-0.62, 0.18, 0.11], [0.17, -0.44, -0.16], [-0.13, 0.40, 0.08], [0.25, -0.47, -0.12], [-0.48, 0.23, 0.57], [-0.05, 0.02, -0.01], [0.04, 0.04, -0.01], [0.06, 0.00, 0.05], [-0.08, 0.03, 0.08], [0.01, 0.05, -0.01], [-0.04, -0.02, -0.01], [0.07, -0.01, 0.01], [-0.01, 0.06, 0.04], [0.02, 0.00, -0.02], [-0.04, 0.04, -0.01], [0.02, -0.02, -0.04], [-0.75, 0.04, -1.57], [-0.17, -0.07, 0.50], [0.15, 0.05, -0.20], [-0.04, 0.00, 0.16], [0.04, -0.07, -0.07], [-0.05, 0.07, 0.29], [0.13, 0.09, -0.24], [-0.02, -0.05, -0.03], [-0.02, 0.00, -0.07], [-0.01, -0.01, 0.00], [0.00, -0.02, -0.03], [0.00, -0.01, -0.03], [0.05, 0.05, 0.05], [-0.25, -0.35, -0.15], [0.11, 0.10, 0.11], [0.43, 0.00, 0.56], [-0.08, 0.28, -0.09], [0.07, -0.19, 0.10], [-0.12, 0.28, 0.01], [0.15, -0.21, 0.10], [-0.08, 0.13, -0.01], [0.04, -0.18, 0.01], [-0.06, 0.01, -0.03], [0.02, -0.08, 0.02], [0.00, -0.02, -0.05], [0.00, 0.03, -0.02], [0.02, -0.06, 0.02], [0.01, 0.01, 0.01], [-0.17, 0.20, -0.08], [-0.06, -0.01, -0.04], [0.00, -0.04, -0.01], [-0.01, 0.02, -0.01], [-0.01, -0.01, -0.03], [-0.04, 0.00, 0.00]],
  "homo_lumo_gap_ev": 2.2,
  "charge": -2
}



Looking at energy above the lowest of the compared OMol25 structures with the same formula, charge and spin for the records above, in order, we have 34.9; 0.0; 0.0 kcal/mol.
Looking at max |F| for the records above, in order, we have 2.66; 2.89; 2.97 eV Å⁻¹.